Record 1
A molecular structure, C30H21Cl2CsN4O5S2, computed with ωB97M-V/def2-TZVPD.

Geometry (Å):
C1 -2.23427 4.08960 2.31352
Cl1 -1.98335 -5.75127 0.20087
O1 -2.34171 0.78627 -2.01614
C2 2.49969 -3.15130 1.32556
C3 -1.52092 0.02637 -6.87279
C4 1.75978 -6.76760 1.16273
H1 2.84151 0.54827 -1.09298
C5 -2.15584 2.91124 4.51386
N1 -2.07224 1.84817 6.54987
H2 -3.54659 0.78569 -6.91348
O2 2.20539 -1.97716 1.26846
C6 -1.45392 0.83804 -4.21245
C7 -1.43686 1.82747 2.42732
C8 2.37313 -5.55722 1.30924
Cl2 2.64888 -8.26683 1.41391
C9 1.68286 -4.34941 1.12492
C10 -0.43826 -1.59227 3.18280
H3 -1.18612 -0.65922 6.34699
H4 -3.45648 1.47584 -4.52649
H5 3.61747 1.26675 -3.19088
C11 -2.00459 4.05385 0.96177
C12 3.53910 1.39087 -1.01971
C13 -0.58764 -1.71811 4.56704
H6 4.46734 1.05790 -0.55566
H7 2.85552 4.01329 -2.73083
H8 1.68018 3.94870 -0.63348
C14 -2.59088 1.01931 -4.99666
N2 -2.61664 3.89348 5.26181
C15 -0.30556 0.19353 -4.73598
H9 3.55422 -3.41634 1.57766
H10 -1.29079 2.80251 -0.68472
H11 -2.63389 4.96706 2.80763
H12 -0.10193 -2.42090 2.57058
O3 2.98083 2.42027 -0.20819
H13 4.65404 2.53586 -2.48295
C16 0.28217 -4.33006 0.76151
H14 -2.21898 4.90424 0.32855
H15 -0.35427 -2.65553 5.05315
C17 -1.13958 0.58616 3.19983
H16 1.75056 2.68469 -3.16547
C18 -0.39684 -0.18039 -6.09365
C19 -1.84247 1.73194 5.25847
C20 3.69506 2.01671 -2.40386
C21 -1.47958 2.88675 0.39095
C22 -1.32927 0.54508 4.58485
C23 0.40353 -6.82069 0.81099
H17 3.42407 -5.51749 1.57714
O4 -0.83359 2.36249 -2.51117
C24 -1.94838 2.95604 3.07330
O5 -0.38950 -3.29351 0.60120
C25 -2.64849 0.62979 -6.32631
N3 -1.20004 1.80791 1.11250
C26 -1.54055 1.36728 -2.79647
C27 -1.04147 -0.63063 5.27389
S1 -2.64730 3.34750 6.79067
C28 1.95067 2.97214 -1.03655
C29 2.51532 3.01040 -2.46125
H18 0.46998 -0.66958 -6.52583
H19 -0.09589 -7.77316 0.69164
S2 1.11952 -0.17507 -3.78396
H20 1.07000 2.32492 -1.02505
H21 -1.51454 -0.29789 -7.90925
N4 -0.70121 -0.47755 2.52116
C30 -0.28934 -5.66250 0.62140
Cs1 -0.47106 -0.72270 -0.62552

Cartesian forces, eV/Å:
-0.05 0.10 0.01
0.14 0.01 0.03
-0.24 0.19 -0.21
0.13 -0.03 0.03
-0.04 0.04 0.00
-0.05 -0.11 -0.02
0.01 -0.05 0.10
0.09 -0.07 -0.26
-0.04 0.02 0.09
0.00 0.00 -0.01
-0.28 -0.09 -0.08
-0.04 -0.05 -0.19
0.11 -0.18 0.02
0.11 0.05 0.04
-0.08 0.10 -0.03
0.06 -0.04 0.01
0.06 -0.03 -0.03
0.00 -0.02 -0.01
0.00 0.00 -0.01
0.01 0.02 -0.01
0.03 -0.02 -0.05
-0.04 0.08 -0.04
-0.01 0.06 -0.04
0.01 -0.01 0.00
0.00 -0.01 0.00
0.01 0.00 0.02
0.02 0.03 0.12
-0.04 0.04 0.07
-0.35 0.16 0.00
0.00 -0.02 -0.01
0.00 0.02 0.02
0.01 0.00 -0.02
-0.02 0.04 0.00
-0.02 -0.03 -0.09
0.01 -0.01 0.00
0.13 -0.04 0.08
0.00 0.00 0.00
0.00 0.00 0.00
-0.01 0.13 -0.14
0.01 -0.01 0.00
0.33 -0.14 0.09
0.12 -0.18 -0.23
-0.03 0.01 -0.03
-0.02 -0.10 0.02
-0.14 0.25 0.25
0.04 -0.08 0.01
-0.01 0.00 -0.01
-0.01 0.06 -0.01
-0.07 0.07 0.30
-0.03 -0.37 0.09
0.08 -0.04 -0.02
-0.08 0.07 0.19
-0.01 0.13 -0.05
0.02 -0.06 0.07
0.01 0.01 0.00
-0.02 -0.03 0.03
0.04 0.03 -0.01
-0.01 -0.01 0.01
0.01 0.00 0.00
-0.06 -0.04 -0.14
-0.01 0.01 0.03
-0.01 0.01 -0.01
-0.07 0.08 0.15
-0.17 0.15 -0.02
0.46 -0.11 -0.11

Values from the calculation:
E_tot = -3488.11191 Ha
Kohn-Sham gap = 4.2043 eV
Total charge = -2
HOMO = -0.99 eV

=====

Record 2
A molecular structure, C30H21Cl5GeN2OS4V, computed with ωB97M-V/def2-TZVPD.

Geometry (Å):
H1 -2.31356 1.67044 4.43494
C1 2.77884 1.77649 3.02399
H2 -0.98063 -1.61618 2.18557
C2 4.90269 0.63207 2.51473
C3 0.89988 -2.63437 0.01334
C4 -4.73458 3.88448 -1.20692
Cl1 -2.43569 5.21729 -1.75170
C5 -1.91076 -5.03649 -3.56973
H3 5.36458 1.17364 3.33303
H4 0.89899 2.74638 3.27754
H5 0.52312 -2.92228 0.99671
H6 -0.52660 -1.64700 4.73379
C6 5.63668 -0.22043 1.74198
C7 0.83959 1.28463 1.68373
H7 3.02854 0.31649 -5.55142
H8 -0.19953 1.50582 1.47794
C8 1.37055 -0.38989 -2.10151
C9 1.46947 2.00878 2.72389
S1 -2.14365 -4.99314 -1.81535
H9 5.60932 -1.54390 0.02910
C10 1.30446 -1.32214 -3.13887
H10 3.27669 2.31400 3.82370
H11 0.76761 -2.25379 -2.99364
C11 -4.77469 1.53839 -0.67351
C12 -1.49395 -0.70196 2.43609
C13 5.02241 -0.89099 0.66292
H12 1.97320 -2.82043 -0.01224
C14 2.88948 0.14369 1.20149
H13 3.16734 1.99376 -3.73783
H14 1.82350 -1.81784 -5.15630
S2 -2.34342 -0.79154 -2.86187
H15 0.41118 -3.28419 -0.71444
H16 2.13243 1.54341 -1.55188
S3 -2.63470 -2.55729 -0.09882
C15 -5.45635 2.73676 -0.87336
V1 -2.17048 -0.34813 -0.52176
C16 -0.61978 -0.56361 4.75544
Ge1 0.43422 -0.74308 -0.39749
Cl2 -7.17221 2.82765 -0.71247
H17 3.24177 -1.20490 -0.44776
C17 3.69278 -0.71318 0.40353
H18 6.69036 -0.37116 1.94184
C18 2.64605 1.05788 -3.57316
S4 -1.90484 -3.41376 -4.27593
Cl3 -0.99522 2.44535 -1.28949
N1 -1.45334 -0.13274 3.65064
C19 2.05362 0.80093 -2.34248
O1 -1.75367 -6.05008 -4.20263
C20 -2.66850 1.09616 2.31136
H19 -3.29380 1.84643 1.85936
C21 -2.73193 2.58860 -1.12733
C22 -2.31690 -3.25565 -1.67164
N2 -2.21564 0.01334 1.59642
C23 2.57011 0.11776 -4.59016
Cl4 -5.55024 5.38443 -1.45510
C24 1.89773 -1.07772 -4.36851
C25 1.49392 0.33403 0.93685
H20 0.36989 -0.11208 4.67800
C26 -2.19201 1.02391 3.58400
C27 3.52530 0.84678 2.25753
H21 -1.08574 -0.26894 5.69333
C28 -2.20446 -2.52307 -2.79422
C29 -3.35021 3.81464 -1.33931
C30 -3.39767 1.42595 -0.78902
Cl5 -5.68152 0.11161 -0.25496

Cartesian forces, eV/Å:
-0.01 0.00 0.00
-0.02 0.00 -0.02
0.00 -0.01 0.00
0.01 -0.01 -0.01
0.00 0.01 -0.01
-0.02 -0.04 0.01
0.01 0.00 0.00
0.04 0.06 0.03
0.01 -0.01 0.00
0.01 0.01 0.00
-0.01 0.01 0.01
0.01 0.00 -0.01
-0.01 0.02 0.01
0.02 -0.01 0.02
0.00 0.00 0.00
-0.03 -0.02 -0.01
0.02 -0.02 -0.06
0.02 -0.03 -0.01
-0.03 -0.05 -0.02
0.01 0.00 0.00
-0.01 0.00 0.03
-0.01 0.00 0.01
-0.02 -0.01 0.00
-0.05 -0.02 0.01
-0.02 0.03 -0.04
-0.04 0.00 -0.01
-0.01 -0.04 0.00
0.03 -0.04 -0.04
0.00 0.00 0.01
0.00 0.00 -0.01
0.00 -0.08 -0.03
-0.01 0.01 -0.01
0.00 -0.02 -0.03
-0.11 -0.20 0.02
0.06 0.07 -0.02
0.19 0.26 -0.27
0.01 0.01 0.00
-0.07 0.06 -0.02
-0.02 -0.02 0.01
0.02 0.03 0.05
0.06 -0.03 -0.02
0.00 0.00 0.01
0.00 0.01 0.02
-0.03 -0.04 -0.04
-0.01 0.01 0.01
0.02 -0.03 0.01
-0.01 0.03 0.04
-0.01 -0.03 -0.01
0.01 0.00 -0.02
-0.01 0.00 0.00
0.07 -0.02 0.00
-0.02 0.06 0.11
-0.06 -0.03 0.24
-0.01 -0.02 -0.01
-0.01 0.01 0.00
0.02 0.02 0.00
-0.09 0.08 0.01
0.00 0.00 0.00
-0.02 0.05 0.02
0.01 0.00 0.02
0.00 -0.01 0.00
0.03 0.07 -0.03
-0.01 -0.01 0.00
-0.01 -0.12 0.02
0.05 0.02 0.03

Values from the calculation:
E_tot = -8255.36917 Ha
Kohn-Sham gap (spin up / spin down) = 6.5743 / 6.5513 eV
Total charge = -1
HOMO (spin up / spin down) = -4.45 / -4.42 eV
2S+1 = 3

=====

Record 3
A single C30H21N5 molecule at a distorted geometry, computed with ωB97M-V/def2-TZVPD.

Geometry (Å):
H1 1.12401 -1.52764 1.56743
H2 2.75835 5.24659 -3.70616
H3 4.60471 4.58002 1.11360
H4 0.00180 2.65769 1.12233
C1 2.80172 1.98488 -2.61886
C2 -1.06521 -1.69560 3.01663
N1 1.07425 -0.68525 -0.98453
H5 5.00133 1.94426 -5.26941
H6 1.73027 -2.39659 -3.00582
C3 1.81324 0.41399 2.41544
C4 2.11378 1.05379 -1.69709
C5 0.32015 -3.95547 -2.56551
H7 -1.79778 -4.04495 0.13058
H8 0.63274 -4.57016 -3.41151
C6 1.34304 4.15694 1.98320
C7 1.70200 0.97852 3.71528
H9 -3.09538 1.51787 3.65476
N2 1.69478 1.29894 -0.34944
H10 4.09537 2.61874 -0.24526
H11 4.09368 0.42899 -3.49077
H12 -0.80856 1.63981 2.57688
H13 -1.13955 -5.40538 -1.87221
C8 2.00270 2.52214 0.33782
C9 3.75727 1.46953 -3.54744
C10 3.29317 3.06430 0.34893
H14 -2.79641 -2.73841 3.85683
N3 4.11864 0.40509 1.28181
C11 3.04088 4.19539 -3.60572
H15 1.88539 3.80854 -1.85023
C12 0.89982 -2.69774 -2.35267
C13 -1.21320 0.67893 2.94159
C14 -0.66302 -4.43335 -1.68661
C15 0.98315 0.15529 0.09076
C16 1.01967 3.07012 1.15367
C17 2.58643 4.79383 1.87700
C18 0.43880 -1.92105 -1.26845
C19 0.79466 -0.42507 1.69327
N4 1.79638 -0.16093 -2.05777
H16 2.80429 5.73820 2.38928
H17 0.60680 4.55653 2.67508
C20 -1.08560 -3.66902 -0.59883
H18 -4.12902 -0.68161 4.21768
C21 -2.52180 0.60930 3.48653
C22 4.32227 2.32243 -4.50238
H19 4.32202 4.30256 -5.35326
C23 -2.35136 -1.77314 3.58909
H20 -0.61222 -2.65567 2.72792
C24 3.58113 4.19762 1.10957
C25 -0.60780 -2.37597 -0.44474
C26 2.50541 3.36169 -2.62320
H21 -0.92868 -1.71590 0.35612
C27 -0.47627 -0.47219 2.65787
N5 1.58044 1.50233 4.75731
C28 3.06818 0.43100 1.81543
C29 3.93248 3.67120 -4.54416
C30 -3.10311 -0.62871 3.80694

Cartesian forces, eV/Å:
-0.46 1.67 -0.21
0.05 -0.38 0.37
-0.42 -0.01 -0.12
0.58 0.17 0.13
0.83 0.30 -0.38
-0.32 -0.57 -0.39
0.49 1.43 -0.31
-0.11 0.03 0.43
-0.58 0.14 0.53
0.35 -0.49 0.27
-0.28 -0.77 1.51
-0.40 0.37 0.48
-0.04 -0.01 -0.30
-0.04 0.25 0.28
-0.12 0.42 -0.58
-0.60 0.59 0.69
0.23 -0.08 -0.10
-0.63 -1.24 -1.53
-0.40 -0.02 0.34
-0.41 0.37 0.00
-0.37 -0.57 0.63
0.40 0.39 0.16
-0.14 0.30 1.04
-0.29 0.47 0.38
0.29 -0.15 -0.32
0.40 0.28 -0.24
-1.81 0.00 0.70
0.32 -0.32 -0.42
-0.13 -0.26 -0.28
0.06 -0.46 0.21
-0.75 0.49 -0.43
-0.11 -0.26 -0.18
0.59 -0.21 -0.73
0.04 0.37 0.29
-0.12 -0.39 0.22
-0.34 -1.16 0.01
0.82 0.03 1.38
-0.75 0.88 1.15
-0.20 -0.59 0.08
-0.01 -0.08 -0.24
-0.06 0.25 -0.34
0.78 0.03 -0.31
0.74 -0.29 -0.04
-0.66 0.25 0.22
-0.15 -0.20 0.47
0.36 -0.13 0.09
0.12 0.54 0.24
-0.12 -0.23 -0.43
1.22 0.39 -0.07
0.07 -0.10 -0.24
-0.21 -0.29 -0.08
-0.90 -0.27 -2.14
0.24 -0.79 -1.47
2.69 -0.51 -0.22
0.06 -0.28 -0.25
0.23 0.71 0.04

Values from the calculation:
E_tot = -1429.45790 Ha
Kohn-Sham gap = 6.3044 eV
HOMO = -6.92 eV

=====

Record 4
A molecular structure, C30H22BCl32F3NO5PS at a distorted geometry, computed with ωB97M-V/def2-TZVPD.

Geometry (Å):
H1 -3.71064 3.94832 1.01619
C1 4.58679 -0.23359 -4.41515
O1 2.80342 -1.99765 -5.21472
C2 1.00333 -2.02983 -0.59816
Cl1 -0.01019 3.67260 3.75213
Cl2 -0.42363 2.48769 1.12715
Cl3 -4.28259 -0.04226 -5.34656
C3 0.72265 3.38594 2.15362
Cl4 1.10731 4.94807 1.38786
C4 2.91477 -1.54783 -2.59063
H2 3.45075 -4.31582 5.99015
Cl5 1.41594 5.76649 -2.11594
Cl6 -7.28225 -4.80153 0.76164
H3 -0.70587 -3.01355 0.74659
C5 1.32697 -1.82416 -2.22636
Cl7 2.21717 2.43547 2.34727
C6 -3.92152 0.28878 0.90729
C7 5.68351 -0.18223 -3.36638
C8 -3.34656 -1.25183 -6.26057
Cl8 3.21480 7.83764 -3.08540
C9 -3.94656 -2.10183 4.38943
Cl9 -4.88259 -0.89226 5.30344
C10 3.12265 6.25076 -2.28045
Cl10 -7.69513 3.56863 1.47678
S1 -0.05746 -1.90781 -3.54111
C11 1.71692 -2.13753 2.10920
H4 -4.52635 3.53070 -0.63931
H5 -3.33082 -2.07318 1.10361
Cl11 -9.92588 5.62511 5.54379
Cl12 -10.26641 6.18866 2.70973
Cl13 10.91959 -1.02339 2.44801
H6 3.29897 0.59195 -6.70550
Cl14 -1.94237 -1.77022 -5.29415
Cl15 -8.87913 -6.92850 1.94112
C12 2.43711 -3.18819 4.18697
H7 -5.41583 2.96347 0.92543
H8 -4.96504 0.18667 1.44585
Cl16 -8.78259 -4.30986 3.20555
H9 5.72174 0.77389 -6.74995
C13 -7.84656 -5.51944 2.29155
Cl17 3.86735 6.35988 -0.66553
H10 2.13994 -1.21187 2.73359
C14 -1.96049 1.85114 -0.40786
H11 7.84562 1.92379 -4.95516
C15 -0.58114 -2.35954 -0.24439
H12 5.30500 2.95411 -5.90704
C16 2.20056 -1.90725 0.56405
C17 -4.35446 3.13705 0.45486
H13 3.70754 -5.16092 4.30244
H14 1.96639 -5.22487 5.23172
N1 4.44436 2.48874 -5.49053
Cl18 8.12485 -1.38688 3.17085
Cl19 -3.38225 -1.38392 2.85953
O2 7.19532 1.83813 -2.38461
C18 2.91603 -4.57744 4.96855
H15 0.56125 -2.13523 2.28584
C19 3.78004 -1.59864 0.20984
C20 -2.93958 -1.03756 0.68308
C21 5.02113 -1.47271 1.25189
F1 5.84037 -2.73313 1.09620
H16 8.19911 1.84186 -2.31268
H17 -1.11893 -3.00543 -1.09096
C22 4.11008 -1.44659 -1.42385
H18 -1.63122 2.93111 -0.78585
Cl20 -8.38597 1.42121 -0.36074
H19 1.37290 -2.82259 4.57580
O3 7.65330 0.93238 -4.79814
O4 6.75435 -1.74115 -1.56936
Cl21 3.99258 5.03916 -3.25497
Cl22 -10.61673 3.47769 3.70627
Cl23 -2.54237 -2.62022 5.35585
C23 -0.97728 0.51803 -0.60816
H20 3.20216 -2.35329 4.54027
C24 9.25341 -1.10235 1.82184
Cl24 8.84624 0.43650 1.02136
C25 -8.61580 3.14861 0.01036
F2 5.94515 -0.30712 0.98074
Cl25 -12.57734 5.52886 4.34976
C26 3.34668 -1.33389 -4.19245
C27 -3.45298 1.75382 0.34013
C28 -1.46250 -0.95781 -0.08098
C29 5.63098 -1.18849 -2.03101
H21 0.08418 0.61689 -1.14451
Cl26 -8.03565 4.13218 -1.35728
Cl27 -4.97913 -3.51090 4.03901
Cl28 -6.44237 -6.03782 3.25796
Cl29 -4.37913 -2.66090 -6.61099
Cl30 -2.78225 -0.53392 -7.79047
H22 -0.03496 -3.21786 -4.11926
F3 4.69217 -1.37976 2.68494
B1 6.91232 0.90507 -3.52160
O5 2.37125 -3.33638 2.72045
P1 4.52162 0.90996 -5.95591
C30 -10.84656 5.20509 4.07737
Cl31 9.12300 -2.43552 0.64707
Cl32 -10.34658 3.47238 0.28275

Cartesian forces, eV/Å:
-1.44 -1.65 -0.92
1.75 -1.91 3.55
3.19 4.24 6.33
2.43 0.38 -1.69
0.16 -0.03 -0.23
1.82 0.81 2.01
0.28 -0.33 -0.21
0.25 0.30 0.38
-0.05 -0.33 0.19
-0.86 -0.29 2.23
-1.17 -0.30 -2.19
0.36 0.13 -0.06
-0.11 -0.16 0.38
0.52 1.65 -2.09
3.87 -0.56 3.37
-0.22 0.16 -0.03
3.42 1.19 -2.85
-3.53 -0.86 -2.20
-0.20 -0.04 -0.17
-0.05 -0.32 0.19
0.03 0.02 0.62
0.11 -0.22 -0.11
0.22 -0.15 -0.13
-0.47 -0.02 -0.24
2.38 -0.84 2.09
1.45 1.19 0.97
0.35 -0.78 2.09
1.08 2.32 -2.69
-0.22 -0.10 -0.36
-0.14 -0.20 0.35
-0.34 0.00 -0.11
1.27 -0.54 0.77
-1.39 0.41 -1.19
0.27 0.35 0.09
0.00 0.37 1.58
2.57 0.21 -0.79
2.44 0.18 -1.27
0.26 -0.30 -0.22
-1.02 -0.87 0.32
-0.09 0.02 -0.02
-0.19 0.00 -0.33
-0.97 -1.70 -1.48
-2.57 -3.46 0.05
-0.05 -2.27 0.35
-0.40 0.54 0.33
-1.38 -0.67 0.72
0.21 -0.05 -2.24
0.82 -0.76 -0.69
-1.91 1.19 1.38
2.10 1.10 -0.76
1.51 -1.56 -1.15
0.33 0.09 -0.29
-0.52 -0.63 4.31
1.20 -2.83 -2.93
-0.21 0.27 -0.38
2.11 -0.20 -0.74
-3.03 -0.17 -3.71
1.36 3.10 -3.34
2.09 -0.84 0.91
-2.52 4.25 0.70
-1.71 0.35 -0.07
1.60 1.57 1.60
-2.34 -0.33 0.51
-1.01 -2.93 0.40
-0.01 0.41 0.11
2.11 -0.95 -0.70
-1.60 2.45 2.67
-7.17 3.60 -2.83
-0.36 0.27 0.26
-0.10 0.42 0.24
-0.23 0.04 -0.10
-3.45 -1.03 1.10
-1.45 -1.49 -1.21
-0.08 -0.14 -0.11
0.20 -0.30 0.19
-0.12 -0.01 -0.06
-3.39 -3.98 0.77
0.43 -0.08 -0.07
-1.04 -2.15 -2.77
2.16 -3.17 -0.60
-2.46 3.43 0.72
3.47 -1.76 1.09
-2.65 -0.09 1.38
-0.11 -0.23 0.35
0.36 0.52 0.10
-0.48 -0.16 -0.29
0.22 0.32 0.07
-0.13 -0.18 0.39
0.67 1.48 1.13
0.82 -0.20 -4.75
0.84 1.10 0.19
-0.74 1.50 0.54
0.04 2.92 1.20
0.00 -0.01 0.01
0.06 0.41 0.35
0.49 -0.12 -0.23

Values from the calculation:
E_tot = -17376.39882 Ha
Kohn-Sham gap = 6.0879 eV
HOMO = -8.34 eV

=====

- E_tot of number 1 (C30H21Cl2CsN4O5S2)?
  -3488.11191 Ha

=====

- Which of these has the lowest E_tot?
  C30H22BCl32F3NO5PS